The following is a quantum chemistry calculation of C21H16ClGaNO2S3 as an isolated structure, from the Open Molecules 2025 dataset.

```
45
Properties=species:S:1:pos:R:3:forces:R:3:nbo_charge:R:1
Ga 0.297971 0.008100 -1.447078 -0.3 -0.1 0.3 1.425
S -1.210847 1.921214 -1.224114 0.2 -0.3 -0.2 -0.312
C -0.174062 2.917134 -0.224376 0.0 0.1 -0.1 -0.191
C -0.748005 3.933813 0.545669 0.0 0.0 0.0 -0.177
C 0.014867 4.762537 1.351848 0.0 0.0 0.0 -0.266
C 1.391170 4.588135 1.408521 0.1 0.0 0.0 -0.261
C 1.980240 3.586167 0.653930 -0.1 0.0 -0.1 -0.228
C 1.224992 2.746949 -0.168408 0.1 0.1 0.0 -0.197
S 2.069508 1.492537 -1.060355 -0.2 -0.1 0.0 -0.286
H -1.823969 4.054665 0.502616 0.0 0.0 0.0 0.196
H -0.463461 5.539840 1.938322 0.0 0.0 0.0 0.186
H 2.004891 5.219390 2.042683 0.0 0.0 0.0 0.187
H 3.051812 3.425152 0.686792 0.0 0.0 0.1 0.202
Cl 3.001583 0.046716 -5.769837 0.1 0.0 -0.3 -0.106
C 2.016034 -0.079974 -4.296679 -0.1 -0.2 0.4 -0.509
C 2.458274 -1.202907 -3.332519 0.0 0.1 -0.2 0.787
O 3.342786 -1.986170 -3.643908 0.0 0.0 0.1 -0.679
O 1.787890 -1.200476 -2.239026 0.0 0.1 0.1 -0.804
H 0.986565 -0.269159 -4.597088 0.0 0.0 0.0 0.248
H 2.071228 0.873170 -3.775066 0.0 0.0 -0.1 0.241
C -0.590676 0.917160 4.029297 0.0 0.0 0.1 -0.283
C -1.604047 0.094818 3.547626 0.0 0.0 0.0 -0.221
C -1.472727 -0.550091 2.332459 0.1 0.0 -0.1 -0.267
C -0.315568 -0.393755 1.545011 0.0 0.1 0.2 0.282
C 0.707309 0.412522 2.059243 0.1 -0.1 0.0 -0.279
C 0.562578 1.065619 3.271697 0.0 0.0 0.0 -0.190
N -0.223308 -0.939193 0.273089 0.0 -0.2 -0.6 -0.788
C -0.764086 -2.168695 0.006325 0.2 0.0 0.4 0.261
C -1.469921 -2.312516 -1.322479 -0.1 0.1 0.0 -0.432
C -1.761421 -3.729683 -1.695161 0.0 -0.1 -0.1 -0.188
C -1.690428 -4.729311 -0.781733 0.0 0.0 -0.1 -0.259
C -1.219135 -4.499031 0.532731 0.0 0.0 0.2 -0.268
C -0.731972 -3.236268 0.884567 0.0 0.1 -0.1 -0.307
H -0.704533 1.443970 4.969977 0.0 0.0 0.0 0.188
H -2.519607 -0.025547 4.117875 0.0 0.0 0.0 0.188
H -2.282097 -1.161832 1.955517 0.0 0.0 0.0 0.210
H 1.616367 0.528296 1.483684 0.0 0.0 -0.1 0.238
H 1.364030 1.706494 3.621886 0.0 0.0 0.0 0.199
H -2.449051 -1.796566 -1.156257 0.1 0.0 0.1 0.252
H -2.064329 -3.919984 -2.715659 0.0 0.0 0.0 0.209
H -1.965736 -5.739934 -1.069078 0.0 0.0 -0.1 0.186
H -1.147730 -5.317678 1.239312 0.0 0.0 0.0 0.182
H -0.264188 -3.088319 1.850933 0.0 0.0 0.0 0.205
S -1.351894 -1.570135 -3.950329 0.0 0.1 0.1 -0.131
C -0.937297 -1.367175 -2.382460 0.1 0.1 -0.2 -0.441
```
Forces are in eV/Å.

Results
Multiplicity: 2
Energy: -4594.7359 Eh
Charge: -2
Energy relative to the best compared isomer or geometry (same formula, charge and spin): 5.8 kcal per mole
E_HOMO (alpha / beta): -0.554 / -1.799 eV